(1)
The following is a quantum chemistry calculation of a cluster of 2 separate species, CH5NO in total in a non-equilibrium geometry, from the Open Molecules 2025 dataset.

Last column: natural (NBO) charge in e.
Positions of all 8 atoms, in Å:
1 C 0.43 0.51 -1.60  0.28
2 O -0.44 1.29 -1.35  -0.52
3 H 1.34 0.47 -1.00  0.12
4 H 0.27 -0.17 -2.46  0.11
5 N -0.28 -0.64 1.44  -1.09
6 H 0.34 -0.57 2.23  0.36
7 H -1.12 -1.16 1.61  0.36
8 H -0.56 0.27 1.13  0.37

As for the total charge: 0. Its spin multiplicity is 1.

***

(2)
The following is a quantum chemistry calculation of the molecule CH5NO in a non-equilibrium geometry, from the Open Molecules 2025 dataset.

Last column: natural (NBO) charge in e.
Positions of all 8 atoms, in Å:
1 N -0.84 0.51 0.28  -0.84
2 C 0.20 -0.43 -0.18  0.08
3 O 1.22 0.22 -0.92  -0.72
4 H -1.75 0.07 0.25  0.36
5 H -0.68 0.56 1.28  0.34
6 H -0.27 -1.05 -0.95  0.17
7 H 0.63 -0.89 0.70  0.14
8 H 1.50 1.01 -0.48  0.47

As for the total charge: 0. Its spin multiplicity is 1.

***

HOMO level per entry: -9.9752 -10.1735 eV
Energy above the lowest of the compared OMol25 structures with the same formula, charge and spin per entry: 13.3 6.5 kcal/mol
Orbital gap per entry: 11.057 11.132 eV